1.
Computed, not measured: a cluster of 2 separate species, C6H3F5 in total in a non-equilibrium geometry, with wB97M-V/def2-TZVPD.

XYZ file:
```
14
Properties=species:S:1:pos:R:3:forces:R:3:nbo_charge:R:1
C 0.294 -1.801 -0.706 -0.22 0.09 -0.35 -0.318
C 0.722 -2.764 -0.033 0.30 -0.44 0.70 0.560
C -0.194 -0.595 -0.826 0.30 0.78 2.22 0.211
C -0.707 0.116 1.420 -0.76 -1.50 -0.78 0.251
C -0.459 0.404 -1.814 -0.20 0.00 -0.96 -0.744
C 0.003 1.453 1.475 1.03 0.85 -0.30 0.806
F 1.237 -3.928 0.044 -0.15 0.19 -0.34 -0.234
F 0.026 -0.796 2.075 0.02 0.75 -0.27 -0.341
F -0.187 2.032 2.674 -0.11 -0.41 0.02 -0.314
F -0.516 2.295 0.560 -0.19 -0.24 -0.05 -0.331
F 1.338 1.457 1.251 0.06 -0.21 0.07 -0.337
H 0.256 1.216 -1.645 0.01 0.00 0.05 0.292
H -1.434 0.857 -1.627 -0.01 0.02 0.03 0.283
H -0.378 0.053 -2.846 -0.08 0.13 -0.03 0.216
```
Forces are in eV/Å.

Summary:
- Multiplicity: 1
- HOMO level: -8.2 eV
- Net charge: 0
- Lowest unoccupied orbital energy: -1.66 eV


2.
Computed, not measured: the molecule C6H3N in a non-equilibrium geometry, with wB97M-V/def2-TZVPD.

XYZ file:
```
10
Properties=species:S:1:pos:R:3:forces:R:3:nbo_charge:R:1
C -1.805 0.181 0.677 -2.99 -0.12 -1.14 0.228
C -3.098 0.217 0.415 1.34 0.32 1.92 -0.468
C -0.621 0.165 0.316 2.30 -0.72 -0.94 -0.099
C -3.839 0.201 -0.592 -1.31 -0.10 -0.98 0.121
C 0.612 -0.134 -0.323 -0.38 1.26 1.07 0.253
C 1.980 -0.028 0.074 2.30 1.02 0.77 -0.683
N -0.230 -0.441 -1.164 -0.74 0.03 0.02 -0.141
H 2.140 -0.974 0.583 0.36 -0.01 0.64 0.265
H 2.191 0.889 0.799 -0.56 -2.09 -1.70 0.269
H 2.670 -0.077 -0.786 -0.32 0.41 0.35 0.255
```
Forces are in eV/Å.

Summary:
- Multiplicity: 1
- HOMO level: -9.0 eV
- Net charge: 0
- Lowest unoccupied orbital energy: -1.47 eV


3.
Computed, not measured: a structure of composition C6H4 in a non-equilibrium geometry, with wB97M-V/def2-TZVPD.

XYZ file:
```
10
Properties=species:S:1:pos:R:3:forces:R:3:nbo_charge:R:1
C 0.369 0.562 -1.326 0.95 0.55 -0.60 0.081
C 1.499 0.794 -0.752 -0.70 -0.07 -0.88 -0.136
C -0.991 0.165 -1.516 0.13 0.11 -0.18 -0.302
C -1.148 -0.233 -0.270 3.25 0.70 1.09 -0.129
C 0.648 0.161 0.286 -3.00 -0.86 -0.10 -0.024
C 0.925 -0.229 1.509 0.21 -0.20 0.68 -0.388
H -1.573 0.212 -2.414 -0.26 -0.01 -0.11 0.248
H -1.839 -0.642 0.427 -0.51 -0.26 0.10 0.233
H 0.191 -0.696 2.143 -0.16 -0.05 0.02 0.202
H 1.919 -0.094 1.912 0.10 0.08 -0.02 0.216
```
Forces are in eV/Å.

Summary:
- Multiplicity: 1
- HOMO level: -9.0 eV
- Net charge: 0
- Lowest unoccupied orbital energy: 0.48 eV


4.
Computed, not measured: the molecule C6H4 in a non-equilibrium geometry, with wB97M-V/def2-TZVPD.

XYZ file:
```
10
Properties=species:S:1:pos:R:3:forces:R:3:nbo_charge:R:1
C -1.535 0.284 0.051 1.09 4.53 0.50 0.162
C -0.754 1.316 0.053 -1.05 0.60 0.00 -0.146
C -1.473 -0.999 0.009 3.94 -0.48 -0.80 -0.369
C -0.033 -1.259 -0.204 -0.53 -1.25 0.29 0.078
C 0.990 -0.264 -0.094 1.06 1.31 1.14 -0.617
C 0.552 1.304 -0.092 0.37 -2.08 0.17 -0.151
H -2.247 -1.593 -0.207 -2.42 -2.93 -0.27 0.216
H 1.052 -0.414 1.087 0.09 0.00 -1.65 0.336
H 2.084 -0.381 -0.502 -2.37 -0.28 0.67 0.272
H 1.366 2.005 -0.100 -0.17 0.56 -0.04 0.219
```
Forces are in eV/Å.

Summary:
- Multiplicity: 1
- HOMO level: -8.2 eV
- Net charge: 0
- Lowest unoccupied orbital energy: -0.49 eV


5.
Computed, not measured: the molecule C6H4 in a non-equilibrium geometry, with wB97M-V/def2-TZVPD.

XYZ file:
```
10
Properties=species:S:1:pos:R:3:forces:R:3:nbo_charge:R:1
C 1.515 0.789 1.884 -0.05 2.09 -0.11 -0.211
C 0.805 -0.064 1.374 1.90 1.87 0.93 -0.068
C -0.185 -0.918 0.873 -1.26 0.65 -1.24 -0.241
C -0.898 -0.676 -0.269 -1.93 -2.48 1.12 -0.213
C -0.650 0.139 -1.420 0.20 0.19 -0.19 -0.066
C -0.459 0.722 -2.464 -0.13 -0.64 1.17 -0.173
H 1.944 1.851 2.203 -0.96 -3.34 -0.77 0.270
H -0.575 -1.650 1.566 -0.04 -0.13 -0.08 0.232
H -1.891 -1.351 -0.249 2.31 1.66 -0.71 0.232
H -0.245 1.204 -3.383 -0.03 0.15 -0.11 0.237
```
Forces are in eV/Å.

Summary:
- Multiplicity: 1
- HOMO level: -8.8 eV
- SMILES: C#C/C=C\C#C
- Net charge: 0
- Lowest unoccupied orbital energy: 0.03 eV


6.
Computed, not measured: a structure of composition C6H4 in a non-equilibrium geometry, with wB97M-V/def2-TZVPD.

XYZ file:
```
10
Properties=species:S:1:pos:R:3:forces:R:3:nbo_charge:R:1
C 0.485 -0.175 1.568 1.62 -2.37 2.10 -0.435
C -0.292 1.396 -0.289 -1.20 1.42 -1.73 -0.545
C 0.156 0.961 0.882 -0.02 -1.26 0.04 0.288
C 0.413 -1.009 0.532 -0.90 1.70 -3.25 0.228
C -0.071 -0.852 -0.911 0.37 2.00 1.49 -0.663
C -0.615 0.587 -1.453 1.79 -1.42 2.25 0.069
H 0.907 -0.615 2.503 -0.66 1.76 -0.22 0.252
H -0.573 2.458 -0.358 0.22 -0.29 0.09 0.251
H 0.557 -1.352 -1.617 0.40 -0.38 -0.47 0.272
H -0.967 -1.399 -0.857 -1.62 -1.14 -0.30 0.282
```
Forces are in eV/Å.

Summary:
- Multiplicity: 1
- HOMO level (spin up / spin down): -8.2 / -8.2 eV
- Net charge: 0
- Lowest unoccupied orbital energy (spin up / spin down): -0.81 / -0.70 eV


7.
Computed, not measured: a cluster of 15 separate species, C6H40O15 in total in a non-equilibrium geometry, with wB97M-V/def2-TZVPD.

XYZ file:
```
61
Properties=species:S:1:pos:R:3:forces:R:3:nbo_charge:R:1
C 1.508 22.656 9.624 -0.06 0.47 0.75 -0.633
C 2.865 22.029 9.351 -1.14 -3.35 -0.85 0.082
C 3.403 21.337 10.589 -0.41 -0.26 0.78 -0.653
O 2.734 21.065 8.438 -0.70 0.19 -1.42 -0.909
H 1.618 23.326 10.477 -0.36 0.61 0.36 0.146
H 0.772 21.877 9.892 0.36 0.19 -0.31 0.189
H 1.184 23.221 8.749 -0.16 -0.01 0.18 0.172
H 3.540 22.760 8.924 0.90 1.47 0.60 0.072
H 2.846 20.445 11.000 -0.76 1.63 -0.10 0.189
H 3.718 22.125 11.222 0.03 0.71 2.11 0.147
H 4.268 20.769 10.449 1.92 -0.37 -1.35 0.214
C 3.926 23.098 5.644 -0.89 -2.03 0.11 -0.645
C 3.053 22.186 4.711 1.05 -1.12 1.18 0.129
C 2.853 22.669 3.299 0.99 -1.28 -0.56 -0.657
O 3.740 20.964 4.663 -0.60 1.26 -0.78 -0.968
H 3.433 23.997 5.863 -0.45 1.69 0.47 0.170
H 4.922 23.218 5.288 0.70 0.56 -1.08 0.196
H 4.133 22.533 6.573 -1.19 0.09 -0.37 0.226
H 2.017 22.039 5.115 0.72 0.10 0.31 0.124
H 2.407 23.605 3.156 -1.01 1.71 0.20 0.165
H 2.210 21.898 2.806 0.70 0.49 0.11 0.194
H 3.859 22.738 2.850 -0.45 -0.24 -0.17 0.202
O -0.269 20.697 5.579 -1.31 -2.10 -0.91 -0.977
H -0.904 20.425 6.249 0.28 0.07 0.05 0.475
H -0.088 21.599 5.737 0.54 1.92 0.81 0.499
O 3.126 23.681 0.510 0.58 0.38 -2.15 -0.957
H 2.815 22.828 0.760 0.00 -1.34 0.47 0.480
H 2.853 24.221 1.215 -0.38 1.16 1.47 0.468
O 0.326 23.282 6.423 -0.02 0.44 -0.65 -0.973
H 0.634 23.491 5.530 -0.17 0.11 -0.08 0.472
H 1.160 23.011 6.825 0.25 -0.55 0.68 0.512
O 7.305 22.178 2.778 1.88 1.99 -0.49 -0.985
H 6.515 21.753 2.475 -1.49 -0.85 -0.70 0.511
H 7.468 22.965 2.199 -0.47 -1.24 0.85 0.458
O 2.218 19.552 6.282 0.07 -0.73 -0.39 -0.967
H 1.357 19.463 5.884 -0.22 0.26 -0.23 0.428
H 2.794 20.050 5.639 -0.12 -0.32 0.68 0.497
O 5.902 21.793 8.187 1.73 0.08 0.70 -0.933
H 5.335 22.319 7.635 -0.29 0.27 -0.34 0.481
H 6.798 21.838 7.798 -0.90 0.02 -0.08 0.467
O -0.354 23.526 3.482 1.30 0.08 0.63 -0.927
H -1.099 23.899 3.915 -1.00 0.48 0.85 0.468
H -0.677 23.296 2.636 -0.35 -0.51 -1.44 0.462
O 5.062 20.505 2.314 -0.03 0.28 -2.41 -0.998
H 4.387 20.488 1.597 0.99 -0.40 0.19 0.474
H 4.445 20.824 2.968 -0.32 0.16 2.34 0.501
O 3.361 18.591 3.563 0.44 -1.15 -1.16 -1.004
H 3.562 19.472 3.912 -0.19 0.37 0.53 0.506
H 2.506 18.355 3.905 -0.38 0.18 0.46 0.460
O 4.710 19.513 7.419 0.48 -3.09 -0.35 -0.913
H 5.327 18.783 7.148 -0.87 1.12 0.10 0.425
H 5.263 20.273 7.467 0.56 1.02 0.25 0.473
O 6.305 20.883 5.150 2.49 -0.70 1.32 -0.994
H 6.738 21.233 4.391 0.65 0.37 -0.71 0.460
H 5.423 21.187 5.073 -2.62 -0.12 -0.18 0.498
O 2.828 20.795 0.421 -3.59 0.16 1.65 -0.926
H 1.813 20.998 0.446 2.94 -0.82 -0.12 0.475
H 3.114 21.033 -0.431 0.51 0.51 -1.86 0.468
O 0.425 19.858 2.993 0.36 -1.88 -1.03 -0.951
H 0.378 20.536 2.347 -0.09 1.03 -0.48 0.435
H 0.126 20.190 3.820 -0.47 0.81 1.56 0.503
```
Forces are in eV/Å.

Summary:
- Multiplicity: 1
- HOMO level: 0.8 eV
- Net charge: -2
- Lowest unoccupied orbital energy: 3.70 eV


8.
Computed, not measured: the molecule C6H4BF5O2 in a non-equilibrium geometry, with wB97M-V/def2-TZVPD.

XYZ file:
```
18
Properties=species:S:1:pos:R:3:forces:R:3:nbo_charge:R:1
O 0.234 0.496 -2.016 0.83 0.40 -0.75 -0.871
B -0.808 -0.237 -1.618 0.38 -0.29 2.22 1.062
O -1.918 -0.635 -2.200 -1.47 -0.40 -2.34 -0.855
C -0.716 -0.735 -0.089 2.17 3.74 3.31 0.052
F -1.504 -1.740 0.222 -1.91 -2.24 0.07 -0.321
C -1.010 0.423 1.105 0.03 -1.07 -1.61 -0.474
C 0.188 1.210 1.440 1.53 0.66 -0.06 0.328
F -0.217 2.407 1.874 0.60 0.81 0.54 -0.314
C 1.480 0.884 1.246 0.56 -0.29 1.25 0.253
F 2.626 1.552 1.622 -1.82 -0.09 -0.51 -0.303
C 1.745 -0.490 0.808 -0.65 -0.12 -0.90 0.262
F 3.034 -0.962 0.877 -1.84 0.41 -0.02 -0.297
C 0.705 -1.155 0.263 1.46 -0.51 -0.10 0.306
F 0.913 -2.402 -0.149 0.35 -0.92 -0.36 -0.313
H 0.381 0.613 -2.957 -0.11 0.23 -0.08 0.501
H -2.023 -0.492 -3.164 0.04 0.00 0.84 0.499
H -1.497 0.050 2.068 0.55 -0.03 -1.52 0.252
H -1.613 1.214 0.667 -0.72 -0.28 0.03 0.234
```
Forces are in eV/Å.

Summary:
- Multiplicity: 1
- HOMO level: -8.4 eV
- SMILES: OB(O)[C@]1(F)CC(F)=C(F)C(F)=C1F
- Net charge: 0
- Lowest unoccupied orbital energy: -0.15 eV


9.
Computed, not measured: a structure of composition C6H4BO10PdS2, with wB97M-V/def2-TZVPD.

XYZ file:
```
24
Properties=species:S:1:pos:R:3:forces:R:3:nbo_charge:R:1
Pd -0.349 -0.717 2.019 0.45 -0.31 0.72 1.208
O 1.163 -0.629 3.659 0.05 -0.12 -0.14 -0.952
S 1.395 -2.013 3.085 0.08 -0.02 -0.26 2.495
O 2.416 -2.768 3.745 -0.06 0.03 -0.04 -0.956
O 1.649 -1.748 1.609 -0.11 0.00 0.34 -1.015
O 0.016 -2.634 3.102 0.23 0.13 -0.04 -0.972
O -2.013 0.284 -1.680 -0.14 0.09 -0.05 -0.604
B -2.096 -0.886 -0.704 -0.04 0.00 -0.01 0.829
O -0.605 -1.323 -0.650 -0.27 -0.21 0.09 -0.583
C 0.090 -0.425 -1.252 0.29 0.29 -0.09 0.375
C 1.496 -0.312 -1.279 -0.34 -0.14 0.08 -0.252
C 1.994 0.737 -1.989 -0.06 0.34 -0.23 -0.170
C 1.144 1.690 -2.656 0.32 -0.14 0.10 -0.144
C -0.219 1.622 -2.616 -0.11 -0.12 0.08 -0.313
C -0.768 0.552 -1.893 0.16 -0.09 0.06 0.462
H 2.098 -1.014 -0.718 0.00 0.01 0.00 0.274
H 3.065 0.883 -2.043 -0.01 0.02 -0.01 0.219
H 1.615 2.502 -3.195 0.02 -0.01 0.01 0.213
H -0.857 2.356 -3.086 -0.01 -0.01 0.01 0.234
O -2.230 0.472 2.752 -0.07 -0.01 -0.24 -0.960
S -2.270 0.886 1.350 -0.04 0.18 -0.60 2.534
O -3.292 1.796 0.948 0.04 0.02 0.15 -0.936
O -0.894 1.232 0.890 -0.35 -0.16 0.14 -1.026
O -2.547 -0.545 0.601 -0.03 0.23 -0.06 -0.960
```
Forces are in eV/Å.

Summary:
- Multiplicity: 5
- HOMO level (spin up / spin down): -4.2 / -6.5 eV
- Net charge: -1
- Lowest unoccupied orbital energy (spin up / spin down): 2.58 / -0.41 eV


10.
Computed, not measured: a structure of composition C6H4CaN2O5S in a non-equilibrium geometry, with wB97M-V/def2-TZVPD.

XYZ file:
```
19
Properties=species:S:1:pos:R:3:forces:R:3:mulliken_charge:R:1
O 0.000 0.000 -4.516 0.00 0.00 4.14 -0.111
C 0.000 0.000 -3.366 0.00 0.00 -14.32 -0.162
Ca 0.000 0.000 -1.455 0.00 0.00 2.74 2.061
O 1.888 -2.409 -1.455 -2.36 3.00 0.21 -0.130
C 1.179 -1.504 -1.455 8.93 -11.40 -0.73 -0.022
C -1.179 1.504 -1.455 -8.94 11.41 -0.73 -0.021
O -1.888 2.409 -1.456 2.36 -3.01 0.21 -0.130
C -1.504 -1.179 -1.456 -11.43 -8.96 -0.70 -0.025
O -2.409 -1.888 -1.456 3.02 2.37 0.20 -0.131
C 1.504 1.179 -1.455 11.42 8.95 -0.70 -0.025
O 2.409 1.888 -1.455 -3.02 -2.36 0.20 -0.131
N 0.000 1.228 2.871 0.00 -3.14 -1.40 -0.381
C 0.000 0.000 2.164 0.00 0.00 7.77 1.066
N 0.000 -1.228 2.871 0.00 3.14 -1.40 -0.381
S 0.000 0.000 0.545 0.00 0.00 5.29 -0.435
H 0.000 1.237 3.901 0.00 0.06 -0.83 0.256
H 0.000 2.126 2.365 0.00 -0.90 0.43 0.223
H 0.000 -2.126 2.365 0.00 0.90 0.43 0.223
H 0.000 -1.237 3.901 0.00 -0.06 -0.83 0.256
```
Forces are in eV/Å.

Summary:
- Multiplicity: 1
- HOMO level: -18.4 eV
- Net charge: +2
- Lowest unoccupied orbital energy: -10.18 eV


11.
Computed, not measured: a structure of composition C6H4Cl2N2O3TbY in a non-equilibrium geometry, with wB97M-V/def2-TZVPD.

XYZ file:
```
19
Properties=species:S:1:pos:R:3:forces:R:3:mulliken_spin:R:1
Tb 2.701 3.412 -1.360 -0.75 -1.78 0.49 6.051
Y -0.277 -0.361 0.750 0.95 0.75 -2.28 0.009
Cl 3.719 1.220 -0.954 -0.17 1.21 -0.16 -0.020
Cl 0.451 1.804 -0.630 -0.53 -0.57 0.56 0.032
C -1.619 0.392 2.486 -5.01 -1.18 6.45 -0.001
C 4.898 4.009 -2.162 6.90 3.08 -2.38 -0.062
C 3.352 5.917 -1.885 3.34 5.24 -1.47 -0.010
O -2.323 0.147 3.378 3.69 1.73 -4.69 0.000
O 5.870 4.557 -2.499 -5.08 -3.40 1.80 -0.002
O 4.034 6.810 -2.179 -3.78 -4.23 1.53 0.003
N -1.780 -3.875 0.718 -0.53 0.00 0.65 0.000
C -3.122 -3.612 0.519 0.85 -1.04 -0.22 0.000
C -3.262 -2.303 0.299 0.90 1.36 0.09 0.000
N -1.985 -1.706 0.430 -0.07 0.18 0.11 0.000
C -1.122 -2.711 0.723 -0.62 -1.62 -0.35 0.000
H -1.460 -4.818 0.962 0.36 0.35 -0.16 0.000
H -3.864 -4.382 0.501 -0.21 -0.40 0.05 0.000
H -4.192 -1.808 0.076 0.20 0.54 -0.02 0.000
H -0.018 -2.693 0.826 -0.44 -0.20 -0.01 0.000
```
Forces are in eV/Å.

Summary:
- Multiplicity: 7
- HOMO level (spin up / spin down): -22.9 / -22.9 eV
- Net charge: +4
- Lowest unoccupied orbital energy (spin up / spin down): -15.39 / -15.39 eV


12.
Computed, not measured: a cluster of 2 separate species, C6H4Cl2N3 in total in a non-equilibrium geometry, with wB97M-V/def2-TZVPD.

XYZ file:
```
15
Properties=species:S:1:pos:R:3:forces:R:3:nbo_charge:R:1
C 1.258 -1.216 0.257 -0.68 0.40 -2.37 -0.094
C 0.966 -0.210 1.174 1.06 -1.52 2.80 -0.192
C 1.079 -0.829 -1.147 -0.17 0.64 -0.06 -0.295
C 0.778 1.092 0.817 -1.53 0.21 0.00 -0.138
C 0.655 0.436 -1.300 1.27 -2.09 1.97 0.550
C 0.496 1.476 -0.501 -0.53 2.48 -1.68 -0.184
N -2.957 1.206 -0.438 -0.63 0.56 0.15 0.024
N -2.473 0.211 -0.285 -1.10 0.92 0.01 0.223
N -1.729 -0.743 -0.293 2.03 -0.17 -1.03 -0.452
Cl -0.251 2.984 -0.881 0.43 -0.52 0.14 0.170
Cl -2.119 -2.140 0.468 -0.84 -1.42 1.00 0.213
H 1.644 -2.257 0.309 -0.35 1.02 0.79 0.291
H 0.907 -0.409 2.305 0.43 0.04 -1.94 0.289
H 1.398 -1.428 -1.976 0.25 -0.49 -0.16 0.311
H 0.350 1.826 1.493 0.33 -0.05 0.38 0.284
```
Forces are in eV/Å.

Summary:
- Multiplicity: 1
- HOMO level (spin up / spin down): -13.2 / -13.2 eV
- Net charge: +1
- Lowest unoccupied orbital energy (spin up / spin down): -7.76 / -7.76 eV